Record 1
# C44H31FN2O4S

A molecular structure, C44H31FN2O4S (wB97M-V/def2-TZVPD, the OMol25 dataset).

Cartesian coordinates (Å):
C 5.334 1.641 -2.535
C 4.211 2.598 -2.982
C 3.623 3.437 -2.022
C 2.565 4.304 -2.353
C 2.119 4.322 -3.684
C 0.949 5.190 -4.159
C -0.444 4.701 -3.735
C -1.497 5.593 -3.666
C -1.365 7.075 -4.017
C -1.364 8.022 -2.802
F -0.097 8.116 -2.212
C -2.845 5.151 -3.249
C -3.149 3.867 -2.909
C -2.121 2.851 -2.987
N -2.178 1.565 -2.730
S -0.693 0.915 -3.021
N 0.054 2.293 -3.437
C -0.777 3.326 -3.405
C 2.733 3.493 -4.641
C 3.789 2.622 -4.330
H 5.948 1.299 -3.387
H 4.817 0.736 -2.147
H 5.928 2.047 -1.703
H 3.975 3.408 -0.984
H 2.059 4.954 -1.631
H 1.083 6.185 -3.684
H 1.015 5.385 -5.248
H -2.273 7.340 -4.604
H -0.519 7.302 -4.691
H -1.578 9.039 -3.196
H -2.162 7.813 -2.069
H -3.673 5.873 -3.190
H -4.155 3.556 -2.606
H 2.362 3.518 -5.678
H 4.249 1.972 -5.083
C -6.787 -3.690 3.171
C -5.863 -4.565 3.736
C -4.605 -4.705 3.173
C -4.268 -3.980 2.036
C -5.203 -3.121 1.455
C -6.458 -2.971 2.033
C -4.876 -2.374 0.210
O -5.688 -1.624 -0.292
C -3.539 -2.572 -0.409
C -3.234 -1.927 -1.602
C -1.985 -2.095 -2.179
C -1.032 -2.900 -1.563
C -1.333 -3.550 -0.378
C -2.589 -3.397 0.198
C -2.909 -4.126 1.451
O -2.075 -4.832 1.986
H -7.767 -3.575 3.617
H -6.126 -5.135 4.618
H -3.887 -5.382 3.617
H -7.180 -2.295 1.593
H -3.971 -1.296 -2.083
H -1.751 -1.597 -3.111
H -0.054 -3.024 -2.012
H -0.590 -4.179 0.095
C 5.850 -0.851 3.555
C 5.431 -0.970 2.234
C 4.289 -1.694 1.930
C 3.566 -2.310 2.945
C 4.000 -2.210 4.268
C 5.137 -1.469 4.570
C 3.267 -2.904 5.362
O 3.643 -2.813 6.514
C 2.072 -3.716 5.014
C 1.407 -4.418 6.012
C 0.283 -5.168 5.700
C -0.187 -5.212 4.390
C 0.477 -4.519 3.391
C 1.611 -3.778 3.697
C 2.332 -3.069 2.608
O 1.925 -3.110 1.463
H 6.738 -0.278 3.792
H 5.996 -0.497 1.440
H 3.961 -1.781 0.902
H 5.468 -1.379 5.596
H 1.767 -4.383 7.033
H -0.232 -5.718 6.478
H -1.068 -5.791 4.147
H 0.113 -4.560 2.376

Let us look at the Mulliken charges, expressed in e, one per atom:
1 C -1.383
2 C 1.193
3 C -0.795
4 C -0.247
5 C 0.122
6 C -0.931
7 C 0.348
8 C 0.357
9 C -1.050
10 C -0.265
11 F -0.303
12 C -0.869
13 C -0.784
14 C 0.265
15 N -0.534
16 S 0.100
17 N -0.334
18 C 1.105
19 C -0.343
20 C -1.043
21 H 0.352
22 H 0.246
23 H 0.350
24 H 0.329
25 H 0.457
26 H 0.430
27 H 0.409
28 H 0.454
29 H 0.386
30 H 0.295
31 H 0.305
32 H 0.358
33 H 0.429
34 H 0.284
35 H 0.329
36 C -0.437
37 C -0.625
38 C -0.339
39 C 0.225
40 C 0.252
41 C -0.630
42 C 0.518
43 O -0.675
44 C 0.350
45 C -0.969
46 C -0.625
47 C -0.976
48 C -0.409
49 C 0.433
50 C 0.506
51 O -0.635
52 H 0.400
53 H 0.406
54 H 0.421
55 H 0.473
56 H 0.455
57 H 1.035
58 H 0.455
59 H 0.355
60 C -0.514
61 C -0.487
62 C -0.589
63 C 0.160
64 C 0.154
65 C -0.538
66 C 0.610
67 O -0.673
68 C 0.412
69 C -0.687
70 C -0.472
71 C -0.614
72 C -0.417
73 C 0.130
74 C 0.422
75 O -0.694
76 H 0.399
77 H 0.444
78 H 0.508
79 H 0.469
80 H 0.472
81 H 0.388
82 H 0.444
83 H 0.685

Record 2
# C44H32B2FO8P

4 unconnected molecules or ions with the total composition C44H32B2FO8P (wB97M-V/def2-TZVPD, the OMol25 dataset).

Cartesian coordinates (Å):
C 2.324 -4.292 -4.116
C 0.926 -3.514 -4.569
B -0.421 -4.235 -3.961
O -0.340 -5.715 -3.725
B -1.861 -3.508 -3.618
F -2.074 -2.332 -2.734
P -3.435 -4.325 -4.436
O -3.340 -4.317 -6.030
H 3.203 -3.802 -4.749
H 2.559 -4.062 -2.983
H 2.254 -5.461 -4.343
H 0.913 -3.563 -5.760
H 1.051 -2.382 -4.251
H -0.464 -6.092 -4.666
H -3.359 -5.735 -4.042
H -4.607 -3.654 -3.921
C 5.404 -0.658 1.409
C 5.950 -0.809 2.683
C 6.060 -2.081 3.249
C 5.612 -3.203 2.542
C 5.044 -3.049 1.278
C 4.950 -1.774 0.705
C 4.523 -4.221 0.545
O 4.027 -4.086 -0.567
C 4.600 -5.554 1.174
C 4.057 -6.665 0.515
C 4.138 -7.932 1.097
C 4.767 -8.094 2.331
C 5.303 -6.989 2.993
C 5.211 -5.714 2.417
C 5.749 -4.546 3.141
O 6.298 -4.687 4.228
H 5.326 0.332 0.964
H 6.292 0.062 3.237
H 6.492 -2.192 4.242
H 4.520 -1.648 -0.287
H 3.567 -6.547 -0.450
H 3.711 -8.792 0.586
H 4.836 -9.082 2.782
H 5.788 -7.122 3.958
C 1.284 -1.340 6.120
C 2.251 -1.297 5.116
C 2.171 -0.333 4.111
C 1.114 0.585 4.102
C 0.133 0.526 5.092
C 0.225 -0.432 6.110
C -1.013 1.456 5.064
O -1.873 1.408 5.935
C -1.114 2.440 3.968
C -2.225 3.290 3.897
C -2.322 4.232 2.871
C -1.307 4.335 1.920
C -0.201 3.486 1.985
C -0.109 2.530 3.005
C 1.047 1.613 3.044
O 1.937 1.699 2.206
H 1.352 -2.086 6.909
H 3.070 -2.014 5.117
H 2.933 -0.302 3.333
H -0.529 -0.475 6.894
H -3.021 3.218 4.637
H -3.188 4.887 2.815
H -1.378 5.074 1.125
H 0.586 3.569 1.236
C -4.044 2.122 -4.062
C -2.993 2.375 -3.180
C -2.907 3.608 -2.533
C -3.868 4.597 -2.777
C -4.905 4.353 -3.677
C -5.000 3.108 -4.312
C -5.896 5.405 -3.979
O -6.809 5.190 -4.767
C -5.765 6.723 -3.326
C -6.664 7.749 -3.647
C -6.556 8.994 -3.024
C -5.559 9.215 -2.074
C -4.659 8.197 -1.756
C -4.757 6.951 -2.391
C -3.778 5.892 -2.074
O -2.899 6.087 -1.242
H -4.117 1.157 -4.560
H -2.242 1.611 -2.995
H -2.087 3.797 -1.842
H -5.814 2.905 -5.005
H -7.447 7.584 -4.385
H -7.252 9.791 -3.279
H -5.480 10.182 -1.583
H -3.881 8.378 -1.017

Computed properties:
SMILES string   O=C1c2ccccc2C(=O)c2ccccc21.O=C1c2ccccc2C(=O)c2ccccc21.O=C1c2ccccc2C(=O)c2ccccc21.CCB(O)B(F)[PH2]=O

Let us look at the Mulliken charges, expressed in e, one per atom:
1 C -0.619
2 C -0.572
3 B -0.088
4 O -0.486
5 B 0.744
6 F -0.278
7 P 0.252
8 O -0.635
9 H 0.308
10 H 0.122
11 H 0.214
12 H 0.288
13 H 0.278
14 H 0.339
15 H 0.076
16 H 0.075
17 C -0.563
18 C -0.478
19 C -0.613
20 C 0.376
21 C 0.266
22 C -0.552
23 C 0.451
24 O -0.675
25 C 0.215
26 C -0.537
27 C -0.537
28 C -0.447
29 C -0.586
30 C 0.306
31 C 0.478
32 O -0.688
33 H 0.420
34 H 0.412
35 H 0.463
36 H 0.479
37 H 0.528
38 H 0.399
39 H 0.387
40 H 0.455
41 C -0.612
42 C -0.373
43 C -0.630
44 C 0.141
45 C 0.358
46 C -0.598
47 C 0.614
48 O -0.679
49 C 0.117
50 C -0.538
51 C -0.598
52 C -0.390
53 C -0.635
54 C 0.254
55 C 0.478
56 O -0.701
57 H 0.388
58 H 0.508
59 H 0.624
60 H 0.459
61 H 0.452
62 H 0.413
63 H 0.506
64 H 0.464
65 C -0.452
66 C -0.596
67 C -0.511
68 C 0.228
69 C 0.280
70 C -0.631
71 C 0.561
72 O -0.675
73 C 0.181
74 C -0.572
75 C -0.440
76 C -0.495
77 C -0.488
78 C 0.211
79 C 0.550
80 O -0.679
81 H 0.429
82 H 0.467
83 H 0.489
84 H 0.455
85 H 0.449
86 H 0.393
87 H 0.392
88 H 0.458

no.,HOMO (Eh),E (eV),F_max (eV/Å)
1,-0.314,-70854.906,2.23
2,-0.357,-75887.207,4.56